1.
{
  "formula": "C22H64O10",
  "method": "ωB97M-V/def2-TZVPD",
  "elements": ["C", "C", "C", "O", "H", "H", "H", "H", "H", "H", "H", "H", "C", "C", "C", "O", "H", "H", "H", "H", "H", "H", "H", "H", "C", "C", "C", "O", "H", "H", "H", "H", "H", "H", "H", "H", "C", "C", "C", "O", "H", "H", "H", "H", "H", "H", "H", "H", "C", "C", "C", "O", "H", "H", "H", "H", "H", "H", "H", "H", "C", "C", "C", "O", "H", "H", "H", "H", "H", "H", "H", "H", "C", "O", "H", "H", "H", "H", "C", "O", "H", "H", "H", "H", "C", "O", "H", "H", "H", "H", "C", "O", "H", "H", "H", "H"],
  "xyz": [[-3.1591, -0.6661, -0.7657], [-3.1061, -1.9711, -1.5767], [-1.6681, -2.6161, -1.4357], [-3.8931, -2.9031, -1.3667], [-2.6031, -0.7711, 0.1243], [-4.1071, -0.3131, -0.5217], [-2.6801, 0.0319, -1.4607], [-3.2551, -1.7771, -2.6167], [-1.4351, -3.1351, -0.4757], [-0.8501, -1.9101, -1.5977], [-1.3981, -3.4311, -2.0677], [-4.3691, -3.1591, -2.1367], [0.3539, 1.0699, -5.2257], [-0.4231, -0.1401, -5.4127], [-1.4291, -0.3281, -4.2787], [-0.9751, -0.3871, -6.5037], [-0.2281, 1.9659, -5.0207], [1.0559, 1.2069, -6.0067], [0.8299, 0.8019, -4.3127], [0.2369, -1.0501, -5.3517], [-0.9981, -0.9251, -3.5557], [-2.2441, -0.8761, -4.6707], [-1.7181, 0.6709, -3.8107], [-0.3741, -0.8991, -7.0437], [-4.1261, 1.7789, 1.7143], [-3.7061, 2.6789, 2.8863], [-2.2801, 3.0109, 2.6723], [-4.3781, 3.7379, 2.8853], [-3.5441, 1.9659, 0.8173], [-5.1471, 2.0029, 1.3653], [-3.9741, 0.7549, 1.8983], [-3.9241, 2.2389, 3.8233], [-1.7591, 3.7189, 3.3703], [-2.0371, 3.4089, 1.7013], [-1.6801, 2.2089, 2.5543], [-5.2961, 3.4209, 3.0113], [-0.0751, 0.7129, -1.1777], [0.9619, 1.2009, -0.2007], [0.2999, 1.7339, 1.0403], [1.8379, 0.3669, 0.0873], [0.2639, 0.1399, -2.0987], [-0.7691, 1.4169, -1.5987], [-0.7361, 0.1229, -0.5207], [1.4869, 2.0559, -0.7287], [-0.4321, 2.5119, 0.7433], [0.9169, 2.2269, 1.8183], [-0.2431, 0.9979, 1.6293], [2.6039, 0.4409, -0.4397], [3.7539, -0.9421, -3.8997], [3.8369, -1.2831, -2.4537], [4.8389, -0.3971, -1.7317], [2.6969, -1.3121, -1.9127], [3.4889, 0.0899, -4.0777], [3.2529, -1.7351, -4.4897], [4.6939, -1.2071, -4.3747], [4.1839, -2.3541, -2.3547], [4.4099, 0.5799, -1.8067], [5.8029, -0.3781, -2.2807], [5.0039, -0.6941, -0.6587], [2.3559, -2.2001, -2.0837], [0.8539, 0.3359, 4.5153], [2.3289, 0.4349, 4.0823], [3.2059, -0.3751, 5.0113], [2.5759, -0.0391, 2.9263], [0.6129, -0.6371, 4.8953], [0.1679, 0.6729, 3.7033], [0.6729, 1.0829, 5.2913], [2.5109, 1.5319, 4.0693], [3.1839, -0.0041, 6.0043], [4.2849, -0.3301, 4.7643], [2.9739, -1.4241, 5.1103], [1.9869, 0.2819, 2.2543], [-1.8961, 3.3519, -2.6207], [-3.0041, 2.5609, -2.1037], [-1.3411, 3.0389, -3.5357], [-1.1911, 3.5699, -1.8807], [-2.3181, 4.2279, -3.0867], [-3.4981, 2.1789, -2.7857], [-2.2241, -0.9661, 3.3633], [-3.0551, -0.3471, 4.3613], [-1.6141, -0.1601, 2.9363], [-2.8411, -1.4641, 2.6343], [-1.5061, -1.7171, 3.6293], [-3.8091, -0.8791, 4.4343], [0.5499, -2.2281, 1.9983], [0.5459, -2.0841, 0.5913], [1.4849, -2.5311, 2.5563], [-0.2431, -2.8351, 2.4283], [0.2039, -1.2241, 2.2603], [1.0679, -1.2711, 0.3973], [4.3349, -2.6381, 2.4253], [4.0699, -1.8481, 1.2943], [4.8939, -3.5301, 2.2323], [3.4369, -2.9461, 2.9613], [4.8869, -2.1431, 3.2083], [3.5619, -1.1591, 1.6313]],
  "lowdin_charge": [-0.011, -0.581, -0.038, 0.042, 0.051, 0.058, 0.057, 0.113, 0.084, 0.035, 0.058, 0.111, -0.033, -0.669, -0.013, 0.039, 0.071, 0.080, 0.064, 0.153, 0.026, 0.073, 0.092, 0.123, -0.014, -0.624, -0.042, 0.019, 0.068, 0.093, 0.039, 0.125, 0.116, 0.072, -0.006, 0.133, -0.023, -0.610, -0.027, 0.011, 0.094, 0.041, 0.067, 0.168, 0.086, 0.106, 0.051, 0.089, -0.054, -0.664, -0.026, 0.007, 0.083, 0.089, 0.076, 0.160, 0.065, 0.095, 0.087, 0.139, -0.027, -0.575, -0.041, -0.025, 0.077, 0.055, 0.088, 0.148, 0.065, 0.090, 0.081, 0.059, -0.128, -0.100, 0.065, 0.056, 0.072, 0.042, -0.146, -0.082, 0.048, 0.082, 0.047, 0.045, -0.144, -0.124, 0.084, 0.072, 0.041, 0.047, -0.160, -0.083, 0.074, 0.059, 0.064, -0.002],
  "smiles": "CC(C)O.CC(C)O.CC(C)O.CC(C)O.CC(C)O.CC(C)O.CO.CO.CO.CO",
  "e_homo_ev": -9.31,
  "gap_ev": 9.81,
  "e_above_lowest_ev": 9.355,
  "e_tot_ev": -44316.229
}

---

2.
{
  "formula": "C3H3N3O2",
  "method": "ωB97M-V/def2-TZVPD",
  "elements": ["N", "C", "N", "N", "C", "C", "O", "O", "H", "H", "H"],
  "xyz": [[-0.5320, 1.4920, -1.4399], [-0.3799, 0.4877, -0.5325], [-0.5312, -0.6998, -1.0175], [-0.4134, -1.6440, -0.3043], [0.2091, -1.5600, 0.8421], [0.6378, -0.3378, 1.4336], [1.2541, -0.1744, 2.3925], [-0.2023, 0.9453, 0.8499], [-0.6981, 1.4039, -2.5807], [0.3655, 2.3166, -1.2451], [0.2903, -2.2295, 1.6020]],
  "lowdin_charge": [0.070, -0.423, 0.014, 0.003, -0.051, -0.342, 0.194, 0.038, 0.188, 0.220, 0.090],
  "smiles": "Nc1nncc(=O)o1",
  "e_homo_ev": -9.16,
  "gap_ev": 8.48,
  "e_above_lowest_ev": 5.634,
  "e_tot_ev": -11720.323
}

---

3.
{
  "formula": "C59H52F9N4O3P2S2Sc",
  "method": "ωB97M-V/def2-TZVPD",
  "elements": ["Sc", "O", "C", "N", "C", "O", "C", "C", "C", "C", "C", "N", "C", "C", "C", "C", "C", "N", "H", "H", "H", "H", "H", "H", "H", "H", "S", "P", "C", "P", "S", "C", "C", "C", "C", "C", "C", "C", "C", "C", "C", "C", "C", "C", "C", "C", "C", "C", "C", "C", "C", "C", "C", "C", "C", "H", "H", "H", "H", "H", "H", "H", "H", "H", "H", "H", "H", "H", "H", "H", "H", "H", "H", "H", "H", "C", "C", "C", "C", "C", "C", "C", "C", "N", "C", "C", "C", "C", "C", "C", "C", "C", "C", "C", "H", "H", "H", "H", "H", "H", "H", "H", "H", "H", "H", "H", "H", "H", "H", "H", "H", "H", "H", "H", "H", "H", "H", "H", "F", "C", "F", "F", "C", "O", "C", "F", "F", "F", "C", "F", "F", "F"],
  "xyz": [[0.1486, -0.4541, -1.0190], [2.3397, 1.1886, -3.9130], [2.1572, 0.9619, -2.7333], [2.1285, -0.2271, -2.0717], [3.1881, -1.0477, -2.0103], [4.2591, -0.9227, -2.5893], [2.9734, -2.1544, -1.0046], [4.0095, -3.0371, -0.7055], [3.7977, -4.0183, 0.2422], [2.5491, -4.1060, 0.8453], [1.5834, -3.1798, 0.4915], [1.7877, -2.2159, -0.3985], [2.0092, 2.0693, -1.7166], [2.7418, 3.2405, -1.8928], [2.7733, 4.1650, -0.8646], [2.0875, 3.8776, 0.3047], [1.3780, 2.6889, 0.3811], [1.3171, 1.8061, -0.6065], [4.9517, -2.9175, -1.2183], [4.5842, -4.7098, 0.5123], [2.3323, -4.8731, 1.5749], [0.5817, -3.2106, 0.9112], [3.2660, 3.3882, -2.8259], [3.3222, 5.0916, -0.9678], [2.1073, 4.5528, 1.1490], [0.8343, 2.4303, 1.2829], [-1.7913, -0.6377, 0.9047], [-0.4027, -0.5670, 2.3479], [1.1029, -0.3898, 1.5622], [2.6190, -0.2068, 2.3933], [3.8926, 0.8170, 1.3055], [3.4675, -1.7942, 2.8682], [4.7791, -2.0436, 2.4835], [5.4138, -3.2102, 2.8765], [4.7450, -4.1431, 3.6524], [3.4356, -3.9029, 4.0396], [2.8040, -2.7387, 3.6437], [2.6756, 0.5862, 4.0697], [2.5289, 1.9693, 4.0640], [2.6374, 2.6991, 5.2302], [2.8941, 2.0545, 6.4316], [3.0175, 0.6773, 6.4505], [2.9149, -0.0525, 5.2802], [-0.7579, 0.8418, 3.4732], [-1.2285, 2.0381, 2.9457], [-1.3846, 3.1462, 3.7551], [-1.0657, 3.0725, 5.1023], [-0.5902, 1.8839, 5.6345], [-0.4273, 0.7781, 4.8251], [-1.1573, -1.8846, 3.4665], [-2.3252, -1.5391, 4.1448], [-3.0307, -2.4801, 4.8649], [-2.5971, -3.7971, 4.9036], [-1.4509, -4.1546, 4.2173], [-0.7400, -3.2067, 3.4988], [5.2933, -1.3088, 1.8768], [6.4390, -3.3988, 2.5767], [5.2383, -5.0606, 3.9529], [2.9095, -4.6287, 4.6502], [1.7815, -2.5473, 3.9410], [2.3679, 2.4597, 3.1124], [2.5326, 3.7763, 5.2060], [3.0174, 2.6276, 7.3430], [3.2070, 0.1613, 7.3846], [3.0467, -1.1234, 5.3201], [-1.5113, 2.0606, 1.9026], [-1.7670, 4.0692, 3.3369], [-1.1915, 3.9418, 5.7334], [-0.3505, 1.8236, 6.6884], [-0.0742, -0.1553, 5.2443], [-2.6948, -0.5243, 4.0765], [-3.9284, -2.1847, 5.3948], [-3.1639, -4.5418, 5.4501], [-1.1068, -5.1813, 4.2387], [0.1387, -3.5065, 2.9464], [-4.9577, -1.8279, -4.2440], [-3.6970, -1.0126, -4.3520], [-3.1905, -0.6800, -5.6051], [-1.9705, -0.0312, -5.7205], [-1.3455, 0.2178, -7.0643], [-1.3066, 0.3851, -4.5754], [-1.8430, 0.1616, -3.3034], [-3.0296, -0.5849, -3.2187], [-1.3218, 0.7971, -2.1544], [-1.9050, 2.1477, -2.0531], [-1.9781, 2.5616, -0.5800], [-2.5250, 3.9780, -0.4098], [-1.6388, 4.9718, -1.1588], [-1.6062, 4.5983, -2.6393], [-3.0240, 4.6640, -3.2016], [-3.9003, 3.6692, -2.4443], [-3.9440, 4.0489, -0.9680], [-3.3420, 2.2568, -2.6127], [-1.0471, 3.1869, -2.8114], [-5.8399, -1.2235, -4.4680], [-5.0581, -2.2360, -3.2412], [-4.9295, -2.6569, -4.9511], [-3.7271, -0.9845, -6.4962], [-1.9882, -0.1294, -7.8720], [-0.3938, -0.3087, -7.1183], [-1.1415, 1.2789, -7.2089], [-0.3466, 0.8764, -4.6630], [-3.4123, -0.8230, -2.2337], [-0.9733, 2.4965, -0.1637], [-2.6178, 1.8433, -0.0625], [-2.5409, 4.2362, 0.6581], [-0.6260, 4.9551, -0.7482], [-2.0425, 5.9838, -1.0401], [-0.9665, 5.3100, -3.1788], [-3.0150, 4.4187, -4.2668], [-3.4257, 5.6775, -3.0916], [-4.9183, 3.6991, -2.8569], [-4.5940, 3.3593, -0.4249], [-4.3482, 5.0604, -0.8488], [-3.3524, 2.0058, -3.6734], [-3.9823, 1.5446, -2.0915], [-0.0244, 3.1437, -2.4359], [-1.0229, 2.9213, -3.8695], [1.3329, -4.6889, -1.6395], [0.1752, -4.7179, -2.2929], [-0.7515, -5.1135, -1.4136], [0.3203, -5.7352, -3.1703], [-0.2119, -3.3464, -2.9597], [-0.3235, -2.3554, -2.1110], [0.8703, -3.0780, -4.0607], [0.7849, -1.8383, -4.5212], [0.7722, -3.8973, -5.1349], [2.1086, -3.2629, -3.5958], [-1.5643, -3.6417, -3.7177], [-1.6705, -2.9540, -4.8551], [-1.7508, -4.9313, -4.0900], [-2.6023, -3.3560, -2.9433]],
  "lowdin_charge": [0.934, 0.094, -0.449, 0.054, -0.475, 0.051, -0.190, 0.005, -0.075, -0.073, -0.156, 0.044, -0.216, 0.001, -0.063, -0.073, -0.193, 0.071, 0.116, 0.102, 0.105, 0.103, 0.116, 0.099, 0.102, 0.086, 0.347, 0.396, -0.564, 0.386, 0.304, -0.328, -0.116, -0.107, -0.113, -0.107, -0.139, -0.316, -0.122, -0.098, -0.117, -0.103, -0.086, -0.343, -0.101, -0.088, -0.108, -0.102, -0.111, -0.339, -0.120, -0.095, -0.114, -0.097, -0.102, 0.050, 0.099, 0.091, 0.099, 0.089, 0.072, 0.099, 0.090, 0.093, 0.086, 0.060, 0.092, 0.089, 0.099, 0.109, 0.104, 0.095, 0.089, 0.095, 0.075, -0.059, -0.296, -0.046, -0.282, -0.053, -0.007, -0.325, -0.030, -0.055, -0.439, -0.126, -0.283, -0.119, -0.289, -0.130, -0.293, -0.128, -0.079, -0.065, 0.071, 0.070, 0.074, 0.106, 0.064, 0.078, 0.073, 0.113, 0.123, 0.078, 0.078, 0.129, 0.109, 0.112, 0.134, 0.116, 0.110, 0.133, 0.118, 0.111, 0.122, 0.125, 0.102, 0.117, 0.158, -0.533, 0.166, 0.132, -0.330, -0.149, -0.536, 0.180, 0.138, 0.175, -0.524, 0.168, 0.129, 0.170],
  "e_homo_ev": -2.12,
  "gap_ev": 6.16,
  "e_above_lowest_ev": 0.588,
  "e_tot_ev": -159545.617,
  "charge": -2
}

---

4.
{
  "formula": "C4H4N2S",
  "method": "ωB97M-V/def2-TZVPD",
  "elements": ["C", "C", "S", "C", "N", "C", "N", "H", "H", "H", "H"],
  "xyz": [[1.2915, 0.1047, 0.3118], [-0.2276, 0.1144, -0.0236], [-0.2087, 0.0854, -1.8843], [-1.0121, -1.0967, 0.3410], [-1.5716, -2.0730, 0.6118], [-0.9728, 1.3043, 0.3877], [-1.4834, 2.2684, 0.7035], [1.5888, 1.1689, 0.2404], [1.8339, -0.5557, -0.2599], [1.2126, -0.1250, 1.3535], [-0.4507, -1.1956, -1.7818]],
  "lowdin_charge": [-0.073, -0.748, 0.836, -0.247, 0.185, -0.254, 0.195, 0.107, 0.047, 0.082, -0.131],
  "smiles": "CC(S)(C#N)C#N",
  "e_homo_ev": -10.29,
  "gap_ev": 10.50,
  "e_above_lowest_ev": 1.845,
  "e_tot_ev": -18026.396
}